{
  "formula": "C46H40GaN4O8S2Se",
  "method": "ωB97M-V/def2-TZVPD",
  "elements": ["C", "C", "C", "C", "C", "H", "H", "C", "C", "C", "H", "H", "C", "C", "H", "H", "C", "H", "C", "H", "H", "C", "C", "S", "H", "H", "H", "H", "H", "C", "H", "N", "C", "H", "C", "O", "C", "H", "H", "C", "N", "H", "C", "H", "H", "C", "N", "H", "H", "O", "H", "C", "H", "H", "C", "C", "C", "C", "O", "H", "H", "C", "O", "S", "C", "C", "C", "H", "O", "C", "O", "C", "H", "Ga", "H", "H", "C", "O", "H", "H", "C", "H", "O", "C", "H", "H", "C", "C", "C", "H", "C", "C", "C", "Se", "C", "H", "C", "C", "N", "H", "C", "C"],
  "xyz": [[1.048, -2.090, 6.490], [-3.096, -1.020, 0.334], [1.835, 3.372, -0.749], [-0.450, -5.482, 0.283], [-0.867, -4.097, -1.574], [2.362, 1.673, -4.365], [2.095, -2.202, 6.779], [0.289, -5.335, -4.834], [-1.644, -5.295, -1.881], [-2.714, 2.835, 4.867], [-2.585, 4.474, 6.271], [-2.695, 1.383, 3.323], [0.950, -1.522, 5.104], [2.643, -5.837, -2.151], [-0.483, -5.545, -5.551], [0.586, -3.075, 6.545], [-5.376, 2.523, 0.353], [1.962, 3.620, -2.867], [0.850, -0.145, 4.906], [0.571, -1.439, 7.221], [4.418, 3.640, 1.403], [3.877, 3.839, -1.921], [-4.043, 2.583, 0.644], [0.113, 2.914, -0.927], [1.401, 0.946, -5.660], [-0.217, 6.295, 2.589], [6.522, 3.790, 0.219], [2.008, 3.210, 1.393], [4.399, 4.025, -2.852], [0.794, 0.388, 3.630], [1.114, -2.246, -5.577], [1.772, -5.355, -3.218], [-2.319, 4.124, 5.283], [-0.300, -3.161, -6.151], [-1.393, -6.229, -0.681], [0.159, -0.475, -2.678], [-1.240, 4.473, 3.149], [1.824, -0.006, -4.224], [-1.290, 5.913, 4.751], [-1.266, 2.731, 1.420], [-1.476, 1.085, -2.525], [2.674, -5.098, -1.353], [-5.261, 0.137, 0.072], [0.823, 0.519, 5.761], [-5.724, -0.816, -0.149], [-1.600, 4.923, 4.442], [0.321, 1.396, -3.922], [6.563, 3.635, -1.541], [-7.053, 1.256, -0.151], [-0.478, 3.755, -2.010], [0.996, -2.507, 1.842], [-1.847, 1.441, 0.943], [-1.926, 0.541, -1.808], [6.253, 5.200, -0.801], [0.267, -2.858, -5.276], [2.522, 3.386, 0.456], [-3.875, 0.169, 0.358], [-3.254, 1.405, 0.661], [-0.750, -2.987, -2.273], [1.085, -3.430, 4.125], [0.847, -7.207, -3.803], [-1.140, 0.278, 0.827], [-2.289, -5.548, -2.870], [0.638, 0.290, 0.963], [-2.390, 2.378, 3.622], [1.550, 0.983, -4.580], [-0.450, 3.520, 0.656], [-3.581, -1.966, 0.130], [-0.122, -5.820, 1.392], [3.888, 3.625, 0.459], [-1.823, -7.335, -0.543], [0.931, -1.852, 2.702], [2.231, -6.769, -1.773], [0.705, -1.991, -1.527], [0.032, 2.360, -4.005], [-0.370, -2.304, -4.589], [0.996, -2.359, 3.990], [1.051, -0.741, -0.076], [0.498, 5.443, 0.387], [-1.790, 2.028, -2.689], [-0.091, 4.830, 1.057], [-1.156, -1.871, 0.524], [0.753, -3.320, -0.108], [0.819, -0.480, 2.545], [-3.277, 2.204, 5.541], [0.722, 1.461, 3.484], [-0.486, 5.296, 2.270], [2.515, 3.596, -1.938], [6.063, 4.129, -0.708], [-5.965, 3.430, 0.342], [0.932, -6.148, -3.967], [-1.645, 3.186, 2.726], [4.587, 3.853, -0.722], [2.613, -2.621, -2.922], [-0.094, -4.260, -0.445], [-3.580, 3.537, 0.854], [-0.306, 0.643, -3.009], [1.653, -4.081, -3.622], [0.752, -4.061, -4.611], [3.649, -6.004, -2.531], [-1.754, -0.967, 0.549], [-5.995, 1.287, 0.071]],
  "forces_ev_per_angstrom": [[0.008, -0.008, -0.002], [0.015, 0.076, -0.020], [0.040, 0.029, -0.219], [-0.065, 0.028, 0.001], [0.077, 0.023, -0.084], [0.037, 0.045, 0.072], [0.004, 0.001, 0.004], [-0.022, 0.002, 0.064], [0.015, -0.036, -0.009], [0.017, 0.016, 0.023], [-0.011, 0.007, 0.003], [0.004, -0.002, -0.016], [0.009, 0.002, 0.003], [-0.003, 0.024, 0.033], [0.001, -0.003, -0.018], [-0.008, 0.000, 0.004], [0.002, -0.017, 0.011], [-0.001, -0.003, -0.063], [-0.005, 0.010, 0.004], [-0.006, 0.000, 0.003], [0.007, -0.008, 0.005], [0.016, 0.006, 0.013], [0.009, -0.002, 0.020], [0.295, 0.132, 0.663], [-0.003, -0.006, 0.002], [-0.011, 0.008, 0.002], [0.003, -0.003, 0.000], [0.017, 0.006, -0.025], [0.004, 0.003, -0.004], [-0.005, -0.046, 0.018], [-0.002, -0.013, -0.004], [0.011, -0.011, -0.076], [0.006, -0.028, -0.017], [0.000, 0.001, 0.000], [-0.013, 0.010, 0.006], [0.039, -0.153, 0.015], [0.009, 0.059, -0.017], [0.008, 0.015, -0.004], [0.001, 0.002, 0.007], [0.066, -0.084, 0.092], [-0.195, -0.392, -0.163], [-0.017, -0.015, 0.000], [0.008, 0.003, 0.002], [-0.002, 0.000, 0.004], [0.000, -0.004, -0.007], [0.005, 0.010, -0.009], [0.219, 0.209, 0.142], [0.003, -0.002, 0.002], [-0.001, 0.001, 0.003], [0.007, 0.022, -0.222], [-0.079, 0.021, 0.037], [-0.186, 0.028, -0.031], [0.011, -0.040, 0.017], [0.001, 0.005, 0.000], [-0.024, 0.019, 0.009], [0.048, -0.164, 0.050], [0.023, -0.053, -0.041], [0.013, 0.035, -0.036], [-0.088, -0.013, 0.089], [-0.004, -0.007, 0.015], [0.002, -0.010, 0.005], [-0.007, -0.125, 0.071], [-0.052, 0.028, 0.048], [-0.269, -0.084, 0.004], [-0.012, -0.021, -0.019], [-0.035, -0.026, -0.060], [-0.125, 0.288, -0.175], [-0.007, -0.008, -0.008], [0.090, -0.070, -0.047], [0.001, -0.001, -0.005], [0.016, 0.021, -0.004], [0.087, -0.005, -0.031], [0.008, -0.001, 0.007], [-0.095, 0.130, -0.092], [-0.138, -0.077, -0.022], [-0.009, -0.019, -0.016], [-0.001, 0.021, -0.026], [0.560, 0.177, -0.152], [0.002, 0.000, 0.013], [0.060, 0.098, -0.008], [-0.023, 0.015, 0.034], [-0.010, 0.011, 0.052], [-0.110, -0.330, -0.121], [0.040, 0.027, 0.062], [-0.004, -0.001, 0.004], [-0.003, 0.001, 0.001], [-0.010, -0.043, -0.002], [-0.010, 0.114, 0.023], [0.001, 0.019, 0.000], [0.002, 0.006, -0.013], [-0.030, 0.016, 0.009], [0.036, -0.014, 0.031], [-0.005, -0.018, -0.009], [0.091, 0.195, 0.125], [-0.103, 0.098, 0.088], [-0.002, 0.010, 0.006], [-0.339, -0.035, -0.100], [0.064, -0.140, 0.155], [0.039, 0.000, -0.099], [-0.003, -0.002, -0.006], [-0.006, 0.000, -0.079], [0.002, 0.009, 0.008]],
  "total_charge": 1,
  "multiplicity": 1,
  "lumo_ev": -2.5,
  "homo_ha": -0.3794,
  "total_energy_ev": -210082.4461,
  "gap_ev": 7.776,
  "largest_force_ha_per_bohr": 0.0143,
  "e_above_lowest_kcal_mol": 6.4
}